C9H15NO | ωB97M-V/def2-TZVPD

XYZ file:
```
26
Properties=species:S:1:pos:R:3
C 2.308 -3.313 -0.837
C 1.034 -3.749 -1.170
C 2.509 -2.008 -1.085
C 0.418 -2.623 -1.696
C -2.223 0.647 1.755
C -0.795 2.972 0.320
C -0.813 0.542 1.085
C 1.002 -0.240 -1.968
C -0.036 1.881 0.981
N 1.256 -1.505 -1.590
O 1.222 1.807 0.358
H 3.236 -3.927 -0.583
H 0.818 -4.769 -1.224
H 3.318 -1.353 -0.938
H -0.525 -2.397 -2.021
H -2.147 0.071 2.649
H -2.891 0.276 1.015
H -2.447 1.648 1.977
H -1.641 3.301 0.842
H -0.063 3.827 0.166
H -1.136 2.636 -0.690
H -0.805 0.225 0.005
H -0.176 -0.217 1.677
H 1.688 0.492 -1.653
H 0.051 0.142 -2.412
H 0.275 2.153 2.013
```

Summary:
orbital gap (alpha / beta): 4.84 / 4.84 eV
maximum force: 4.90 eV/Å
DFT total energy: -481.70593 a.u.
relative energy (zero: lowest compared OMol25 entry of this formula, charge and spin): 148.6 kcal per mole
HOMO level (alpha / beta): -6.9295 / -6.9326 eV

---

C3H10NO | ωB97M-V/def2-TZVPD

XYZ file:
```
15
Properties=species:S:1:pos:R:3
C -0.668 -0.200 0.996
O 0.516 0.260 0.182
C -1.896 0.292 0.372
C -2.553 -0.382 -0.790
N 3.832 0.110 -0.458
H -0.692 -0.056 2.104
H -0.704 -1.255 0.809
H 0.080 0.870 -0.466
H -2.451 1.061 0.798
H -2.034 -0.271 -1.799
H -2.515 -1.525 -0.773
H -3.508 -0.404 -0.954
H 4.508 0.392 -1.137
H 4.170 0.179 0.471
H 2.892 -0.103 -0.767
```

Summary:
orbital gap (alpha / beta): 8.66 / 7.26 eV
maximum force: 6.46 eV/Å
total charge: +2
DFT total energy: -249.41059 a.u.
spin multiplicity: 2
relative energy (zero: lowest compared OMol25 entry of this formula, charge and spin): 119.5 kcal per mole
HOMO level (alpha / beta): -19.9151 / -19.9145 eV

---

C6H17NO | ωB97M-V/def2-TZVPD

XYZ file:
```
25
Properties=species:S:1:pos:R:3
C 1.030 0.981 1.788
C 1.273 0.631 0.303
N 0.696 -0.580 -0.223
C -0.059 -0.536 -1.462
C -1.375 0.294 -1.337
C 0.482 -1.708 0.681
C -0.964 -1.874 1.250
H 1.546 0.244 2.415
H -0.034 1.042 2.024
H 1.596 1.899 1.967
H 1.115 1.516 -0.282
H 2.376 0.516 0.304
H -0.306 -1.544 -1.792
H 0.634 -0.064 -2.165
H -2.146 -0.401 -0.989
H -1.865 0.799 -2.162
H -1.362 0.922 -0.439
H 1.107 -1.727 1.573
H 0.700 -2.602 0.088
H -1.693 -1.440 0.565
H -0.934 -1.277 2.161
H -1.276 -2.917 1.158
O -0.006 2.845 -1.829
H 0.097 2.147 -2.466
H -0.631 2.836 -1.130
```

Summary:
SMILES string: CCN(CC)CC.O
orbital gap: 8.54 eV
maximum force: 3.07 eV/Å
DFT total energy: -368.72570 a.u.
relative energy (zero: lowest compared OMol25 entry of this formula, charge and spin): 47.2 kcal per mole
HOMO level: -7.6793 eV

---

C42H80AlF6O16S2 | ωB97M-V/def2-TZVPD

XYZ file:
```
147
Properties=species:S:1:pos:R:3
Al -0.889 -3.056 -4.715
C -1.441 0.717 0.724
F -2.569 0.808 0.056
F -0.947 1.916 0.938
F -1.649 0.132 1.885
S -0.188 -0.260 -0.345
O -0.276 0.282 -1.733
O 1.104 -0.039 0.294
O -0.610 -1.696 -0.441
C -5.778 -3.229 0.083
F -6.533 -4.210 0.481
F -6.480 -2.141 0.258
F -4.645 -3.191 0.849
S -5.455 -3.492 -1.823
O -6.754 -3.679 -2.502
O -4.756 -2.287 -2.301
O -4.476 -4.568 -2.006
C 7.265 -0.170 0.088
C 8.468 0.746 0.324
C 8.394 0.991 1.814
O 7.359 0.258 2.359
C 6.377 0.089 1.328
H 7.708 -1.164 0.150
H 6.727 -0.094 -0.857
H 8.300 1.593 -0.341
H 9.422 0.291 0.056
H 8.269 2.041 2.081
H 9.296 0.678 2.339
H 5.733 0.967 1.300
H 5.726 -0.754 1.561
C -4.108 1.803 6.968
C -5.270 1.721 7.959
C -6.204 2.745 7.337
O -6.098 2.453 5.949
C -4.830 1.916 5.648
H -3.438 0.949 6.873
H -3.570 2.737 7.130
H -4.982 2.110 8.936
H -5.600 0.686 8.051
H -5.977 3.804 7.457
H -7.220 2.608 7.708
H -4.226 2.525 4.976
H -4.849 0.964 5.117
C -0.536 6.855 -3.569
C 0.268 6.190 -2.470
C 0.122 7.209 -1.366
O -1.222 7.398 -1.336
C -1.712 7.342 -2.716
H -0.742 6.108 -4.336
H 0.044 7.667 -4.006
H 1.304 6.021 -2.763
H -0.055 5.205 -2.135
H 0.506 8.189 -1.647
H 0.580 7.060 -0.388
H -1.972 8.350 -3.039
H -2.593 6.704 -2.651
C 4.082 1.963 -5.124
C 3.331 2.368 -6.420
C 2.287 1.297 -6.640
O 2.669 0.180 -5.754
C 3.941 0.416 -5.139
H 3.547 2.415 -4.289
H 5.111 2.322 -5.102
H 3.977 2.338 -7.297
H 2.891 3.365 -6.421
H 2.244 1.162 -7.721
H 1.324 1.702 -6.330
H 4.668 -0.024 -5.822
H 3.984 -0.038 -4.149
C 5.403 -5.082 -1.740
C 6.024 -4.793 -3.138
C 4.764 -4.776 -3.968
O 3.684 -4.253 -3.191
C 4.123 -4.245 -1.804
H 6.022 -4.741 -0.910
H 5.204 -6.149 -1.643
H 6.739 -5.587 -3.356
H 6.531 -3.827 -3.136
H 4.479 -5.808 -4.171
H 4.910 -4.334 -4.954
H 3.341 -4.730 -1.220
H 4.293 -3.206 -1.519
C 1.845 -4.498 4.459
C 2.179 -5.817 5.065
C 0.837 -6.615 5.098
O 0.090 -5.909 4.130
C 0.310 -4.517 4.266
H 2.502 -4.333 3.605
H 2.078 -3.682 5.143
H 2.586 -5.718 6.071
H 2.895 -6.306 4.403
H 0.261 -6.720 6.017
H 1.082 -7.634 4.798
H -0.260 -4.191 5.136
H -0.075 -3.987 3.394
C -6.260 5.082 0.853
C -6.829 6.033 1.878
C -8.336 5.958 1.711
O -8.460 5.686 0.325
C -7.166 5.433 -0.304
H -6.393 4.035 1.127
H -5.184 5.180 0.712
H -6.426 7.023 1.665
H -6.589 5.719 2.894
H -8.922 6.822 2.024
H -8.607 5.071 2.283
H -6.751 6.339 -0.746
H -7.237 4.703 -1.111
C 2.003 1.273 5.530
C 3.215 0.977 6.350
C 3.942 2.336 6.476
O 2.819 3.214 6.557
C 1.780 2.781 5.718
H 1.115 0.689 5.772
H 2.241 1.033 4.493
H 3.817 0.148 5.976
H 2.938 0.700 7.367
H 4.580 2.510 5.609
H 4.540 2.483 7.375
H 1.762 3.263 4.741
H 0.808 2.984 6.167
C -4.363 2.895 -5.995
C -3.648 2.891 -7.350
C -3.285 1.465 -7.433
O -2.998 1.065 -6.117
C -3.374 2.074 -5.180
H -5.364 2.482 -6.122
H -4.512 3.934 -5.702
H -2.800 3.575 -7.363
H -4.329 3.178 -8.151
H -2.419 1.265 -8.065
H -4.093 0.861 -7.846
H -2.556 2.721 -4.863
H -3.935 1.758 -4.301
C 0.649 -9.500 -1.470
C 0.473 -8.583 -0.244
C -0.384 -7.484 -0.867
O 0.179 -7.307 -2.173
C 0.922 -8.457 -2.577
H -0.306 -9.993 -1.652
H 1.442 -10.243 -1.378
H 1.418 -8.254 0.188
H -0.133 -9.093 0.505
H -0.487 -6.566 -0.288
H -1.403 -7.836 -1.026
H 1.985 -8.225 -2.648
H 0.698 -8.907 -3.544
```

Summary:
orbital gap: 1.35 eV
maximum force: 2.95 eV/Å
total charge: +1
DFT total energy: -4489.29703 a.u.
relative energy (zero: lowest compared OMol25 entry of this formula, charge and spin): 102.3 kcal per mole
HOMO level: -10.9502 eV

---

CH8N4O | ωB97M-V/def2-TZVPD

XYZ file:
```
14
Properties=species:S:1:pos:R:3
N -0.908 2.008 0.975
C -0.450 -0.488 0.270
O -1.040 1.132 -0.124
N -0.162 -0.724 1.495
H -0.082 1.664 1.488
H -1.706 1.788 1.575
H -0.867 -1.275 1.972
H -1.167 -1.045 -0.336
N 1.017 -0.059 -0.699
N 1.172 -1.005 -1.765
H 1.367 -1.924 -1.376
H 1.775 -0.120 -0.019
H 0.579 0.861 -0.982
H 0.473 -0.813 -2.476
```

Summary:
orbital gap: 8.64 eV
maximum force: 3.47 eV/Å
DFT total energy: -336.96272 a.u.
relative energy (zero: lowest compared OMol25 entry of this formula, charge and spin): 100.2 kcal per mole
HOMO level: -7.8930 eV

---

C26H34AuBN10O | ωB97M-V/def2-TZVPD

XYZ file:
```
73
Properties=species:S:1:pos:R:3
Au -0.472 -0.433 -2.057
C -0.267 3.170 -1.534
C 0.894 2.332 -1.131
C 2.136 2.734 -0.632
C 2.866 1.587 -0.426
N 2.124 0.517 -0.778
N 0.925 0.994 -1.205
B 2.425 -0.994 -0.930
N 2.353 -1.337 -2.435
C 3.259 -1.627 -3.391
C 2.621 -1.753 -4.605
C 1.275 -1.493 -4.353
C 0.116 -1.464 -5.286
N 1.138 -1.243 -3.042
N 1.364 -1.819 -0.151
C 1.496 -2.805 0.761
C 0.253 -3.310 1.068
C -0.663 -2.590 0.294
C -2.143 -2.715 0.206
N 0.043 -1.688 -0.401
N 3.806 -1.385 -0.325
C 4.677 -2.451 -0.677
C 5.686 -2.481 0.223
C 5.409 -1.436 1.130
C 6.122 -0.972 2.311
N 4.208 -0.800 0.748
H 0.042 4.212 -1.576
H -1.078 3.104 -0.806
H -0.638 2.891 -2.522
H 2.445 3.749 -0.444
H 3.867 1.472 -0.051
H 4.311 -1.699 -3.176
H 3.070 -1.993 -5.553
H 0.448 -1.659 -6.303
H -0.368 -0.485 -5.283
H -0.617 -2.228 -5.023
H 2.461 -3.091 1.145
H 0.022 -4.100 1.762
H -2.451 -3.691 0.573
H -2.495 -2.614 -0.820
H -2.632 -1.958 0.822
H 4.460 -3.103 -1.507
H 6.522 -3.160 0.246
H 7.039 -1.527 2.486
H 5.465 -1.042 3.187
H 6.340 0.099 2.213
C -3.465 -0.394 3.572
C -4.253 0.690 2.856
N -3.501 1.937 2.736
C -3.287 2.740 3.956
C -1.832 2.754 4.396
C -3.165 2.500 1.573
O -2.675 3.609 1.428
C -3.311 1.724 0.279
C -4.287 2.077 -0.651
C -4.245 1.539 -1.927
C -3.186 0.725 -2.273
N -2.224 0.416 -1.382
C -2.301 0.875 -0.118
H -4.060 -1.302 3.659
H -3.195 -0.081 4.580
H -2.538 -0.625 3.039
H -5.177 0.902 3.399
H -4.553 0.362 1.860
H -3.924 2.314 4.730
H -3.633 3.753 3.756
H -1.475 1.746 4.614
H -1.727 3.351 5.301
H -1.204 3.200 3.626
H -5.063 2.781 -0.375
H -5.000 1.773 -2.665
H -3.090 0.318 -3.272
H -1.494 0.602 0.552
```

Summary:
orbital gap (alpha / beta): 7.89 / 3.66 eV
maximum force: 0.19 eV/Å
total charge: +3
DFT total energy: -1793.50090 a.u.
spin multiplicity: 4
HOMO level (alpha / beta): -16.1481 / -16.1470 eV

---

C12H33FN3O3Pd | ωB97M-V/def2-TZVPD

XYZ file:
```
53
Properties=species:S:1:pos:R:3
Pd 15.883 -28.800 -27.069
F 16.080 -26.842 -27.911
C 11.914 -23.679 -27.373
C 13.423 -23.983 -27.232
C 13.816 -24.160 -25.740
O 13.556 -22.946 -25.101
C 14.045 -22.865 -23.775
N 13.584 -25.095 -28.118
H 11.572 -22.950 -26.639
H 11.372 -24.616 -27.245
H 11.618 -23.169 -28.289
H 13.853 -23.096 -27.697
H 14.860 -24.462 -25.650
H 13.286 -25.001 -25.293
H 13.698 -22.121 -23.059
H 15.135 -22.869 -23.770
H 13.661 -23.791 -23.346
H 14.521 -25.465 -28.055
H 13.022 -25.844 -27.738
C 16.808 -25.557 -32.024
C 16.631 -27.004 -31.639
C 17.865 -27.694 -30.946
O 17.835 -29.148 -30.878
C 17.970 -29.686 -32.178
N 15.484 -27.075 -30.734
H 17.675 -25.356 -32.654
H 16.978 -24.878 -31.189
H 15.892 -25.267 -32.538
H 16.369 -27.499 -32.575
H 17.911 -27.424 -29.891
H 18.818 -27.322 -31.322
H 18.523 -30.607 -32.000
H 18.751 -29.194 -32.757
H 17.082 -29.931 -32.762
H 15.836 -26.918 -29.801
H 14.757 -26.402 -30.935
C 19.577 -24.699 -26.269
C 18.681 -23.993 -27.299
C 18.965 -24.386 -28.730
O 20.319 -24.063 -29.064
C 20.662 -24.255 -30.440
N 17.293 -24.301 -26.985
H 19.094 -24.795 -25.296
H 20.490 -24.159 -26.018
H 19.974 -25.634 -26.662
H 18.793 -22.919 -27.152
H 18.255 -23.848 -29.359
H 18.791 -25.441 -28.940
H 20.504 -25.262 -30.827
H 21.725 -24.013 -30.446
H 20.121 -23.560 -31.081
H 16.611 -23.993 -27.663
H 17.222 -25.303 -27.093
```

Summary:
orbital gap (alpha / beta): 6.74 / 3.44 eV
maximum force: 3.00 eV/Å
total charge: +1
DFT total energy: -1094.25570 a.u.
spin multiplicity: 3
relative energy (zero: lowest compared OMol25 entry of this formula, charge and spin): 146.9 kcal per mole
HOMO level (alpha / beta): -11.4494 / -11.4485 eV

---

C10H24Cl8O4 | ωB97M-V/def2-TZVPD

XYZ file:
```
46
Properties=species:S:1:pos:R:3
C -4.209 1.701 3.166
Cl -5.645 0.939 3.938
Cl -4.134 0.983 1.554
Cl -4.336 3.498 3.023
Cl -2.631 1.281 3.995
C 3.321 -2.446 -3.046
Cl 3.195 -3.887 -4.019
Cl 4.940 -1.657 -3.060
Cl 2.031 -1.292 -3.661
Cl 2.872 -2.948 -1.371
C -2.541 -3.041 5.124
C -1.879 -2.674 3.769
O -1.071 -1.513 3.946
H -1.853 -3.486 5.843
H -3.323 -3.751 4.854
H -3.019 -2.146 5.522
H -2.662 -2.586 3.016
H -1.357 -3.529 3.339
H -0.602 -1.425 3.113
C -0.717 2.616 -3.329
C -0.720 1.518 -4.405
O -0.807 2.021 -5.653
H -1.421 3.416 -3.555
H 0.297 3.014 -3.296
H -0.914 2.185 -2.347
H -1.475 0.781 -4.131
H 0.243 1.033 -4.250
H -0.263 2.809 -5.711
C 3.371 1.785 -1.537
C 2.815 2.017 -0.194
O 3.130 0.794 0.472
H 4.422 2.071 -1.568
H 2.852 2.331 -2.324
H 3.328 0.800 -2.002
H 1.727 2.087 -0.183
H 3.181 2.898 0.333
H 4.071 0.816 0.664
C -0.654 -0.267 0.059
C 0.166 -1.445 0.520
O 0.792 -0.990 1.754
H -0.075 0.656 0.019
H -1.538 -0.043 0.657
H -0.877 -0.463 -0.989
H 0.873 -1.693 -0.272
H -0.407 -2.327 0.808
H 1.503 -0.442 1.414
```

Summary:
orbital gap (alpha / beta): 2.24 / 8.09 eV
maximum force: 3.59 eV/Å
total charge: -1
DFT total energy: -4377.80542 a.u.
spin multiplicity: 2
HOMO level (alpha / beta): -0.6657 / -6.5093 eV

---

C7H18N2O | ωB97M-V/def2-TZVPD

XYZ file:
```
28
Properties=species:S:1:pos:R:3
C -2.363 -0.110 0.975
C -1.398 0.842 0.257
N -2.076 1.832 -0.573
C -0.337 0.072 -0.577
C -0.952 -0.773 -1.697
C 0.646 1.139 -1.222
O 0.343 -0.817 0.293
N 1.757 -0.442 0.532
C 2.612 -1.521 0.090
C 1.950 -0.129 1.932
H -3.005 0.452 1.652
H -2.994 -0.630 0.256
H -1.805 -0.844 1.548
H -0.842 1.402 1.018
H -2.644 2.437 0.011
H -2.706 1.366 -1.219
H -1.528 -1.593 -1.276
H -0.156 -1.201 -2.301
H -1.585 -0.167 -2.337
H 1.393 0.629 -1.822
H 1.133 1.741 -0.461
H 0.019 1.778 -1.837
H 2.526 -2.416 0.715
H 3.646 -1.169 0.118
H 2.355 -1.776 -0.939
H 1.256 0.662 2.211
H 2.971 0.232 2.067
H 1.784 -0.996 2.587
```

Summary:
SMILES string: C[C@H](N)C(C)(C)ON(C)C
orbital gap: 9.70 eV
maximum force: 2.19 eV/Å
DFT total energy: -462.19212 a.u.
relative energy (zero: lowest compared OMol25 entry of this formula, charge and spin): 56.3 kcal per mole
HOMO level: -8.7505 eV

---

C2H6ClN2O4 | ωB97M-V/def2-TZVPD

XYZ file:
```
15
Properties=species:S:1:pos:R:3
Cl 0.964 2.954 0.348
C 2.270 -0.641 -0.272
N 1.443 -1.269 -1.277
O 1.594 -2.446 -1.512
O 0.565 -0.611 -1.840
H 3.241 -1.135 -0.250
H 1.913 -0.883 0.730
H 2.408 0.439 -0.308
C -2.122 0.781 0.050
N -1.953 0.300 1.427
O -0.885 -0.201 1.746
O -2.951 0.434 2.115
H -3.106 1.228 -0.095
H -2.095 -0.210 -0.403
H -1.285 1.258 -0.459
```

Summary:
orbital gap: 7.17 eV
maximum force: 2.60 eV/Å
total charge: -1
DFT total energy: -950.35141 a.u.
relative energy (zero: lowest compared OMol25 entry of this formula, charge and spin): 15.1 kcal per mole
HOMO level: -4.1186 eV